18
Properties=species:S:1:pos:R:3:forces:R:3:lowdin_charge:R:1 method="wB97M-V/def2-TZVPD" smiles="[H]/N=C(/N)NCCC" homo_lumo_gap_ev=9.45 homo_ha=-0.31270 de_lowest_ev=1.436 total_charge=0 total_energy_ev=-8796.183 e_lumo_ev=0.94 max_force_ev_per_a=4.60
H 1.767 1.157 0.088 -0.020 0.435 0.244 0.103
H 0.603 -2.536 0.079 0.023 -0.162 -0.244 0.071
H 2.262 -3.016 -0.414 -0.241 -0.153 -0.225 0.070
C 1.199 0.254 0.285 0.079 -0.562 -0.601 -0.216
C -1.409 0.923 -0.104 2.673 -3.739 0.109 -0.544
N -0.128 0.275 -0.322 -0.845 0.475 -0.214 -0.001
H 3.040 -0.834 -0.310 0.036 0.728 0.243 0.103
H -0.797 1.370 1.740 0.233 0.052 0.108 0.084
H 1.935 -2.467 1.179 0.124 0.525 0.055 0.072
H 1.816 -0.888 -1.498 -0.279 0.114 0.531 0.113
C 1.954 -0.905 -0.396 0.771 -0.151 -0.268 -0.269
H 1.198 0.021 1.359 -0.239 0.338 -0.098 0.113
C 1.666 -2.289 0.134 -0.611 -0.617 0.251 -0.128
H -0.151 -0.224 -1.195 0.029 -0.045 0.073 0.095
H -2.230 2.148 1.312 -0.185 -0.239 -0.118 0.096
N -2.390 0.451 -0.758 -1.272 1.703 0.393 0.087
N -1.379 1.713 1.002 -0.490 1.209 0.003 0.126
H -2.128 -0.266 -1.413 0.213 0.087 -0.244 0.025

=====

20
Properties=species:S:1:pos:R:3:forces:R:3:lowdin_charge:R:1 method="wB97M-V/def2-TZVPD" smiles="CC(C)=C/C=C/O.O" homo_lumo_gap_ev=8.99 homo_ha=-0.30468 de_lowest_ev=3.029 total_charge=0 total_energy_ev=-10509.278 e_lumo_ev=0.70 max_force_ev_per_a=3.28
H 1.713 0.994 1.140 0.287 -0.736 -0.162 0.029
H -0.425 -3.328 0.395 0.217 0.123 0.488 0.078
C -0.349 0.223 -1.289 1.117 3.041 0.533 -0.060
H 1.014 2.295 -2.956 0.197 0.020 0.116 0.101
H 1.061 2.230 1.414 -1.084 2.710 -1.024 -0.024
O 1.329 1.481 1.865 0.830 -1.982 1.287 -0.015
C -1.486 -1.302 1.996 0.436 0.085 -0.192 -0.071
O 1.259 1.539 -2.406 0.292 0.170 -1.330 -0.028
H -2.255 -2.113 2.017 0.661 0.412 -0.272 0.073
H 0.138 -2.515 -0.950 -0.052 0.679 -0.995 0.057
H -0.486 -0.442 -2.117 0.712 -0.280 -0.411 0.109
H -2.081 -0.314 2.060 1.278 -1.591 0.768 0.093
C 0.057 -2.389 0.105 -1.418 0.139 0.902 -0.041
H -1.377 0.796 0.472 -0.512 -0.233 0.271 0.107
C 0.378 1.392 -1.381 -1.194 -2.391 -0.859 -0.202
C -0.988 -0.086 -0.023 0.895 0.819 -0.349 -0.148
H 0.404 2.278 -0.764 -0.497 -0.330 0.886 0.108
H -0.719 -1.575 2.797 -1.267 0.893 -0.566 0.093
H 1.051 -2.336 0.484 0.871 -0.226 0.490 0.069
C -0.736 -1.194 0.649 -1.770 -1.319 0.422 -0.328

=====

101
Properties=species:S:1:pos:R:3:forces:R:3:lowdin_spin:R:1 method="wB97M-V/def2-TZVPD" homo_lumo_gap_ev="3.39 / 3.11" homo_ha="-0.20403 / -0.19995" spin_multiplicity=2 total_charge=0 total_energy_ev=-74643.771 e_lumo_ev="-2.16 / -2.33" max_force_ev_per_a=3.84
C -1.952 -2.640 2.148 0.619 -0.092 -0.167 -0.005
C -3.674 3.949 -1.377 -0.168 0.222 -0.084 -0.001
H -2.765 0.755 4.348 0.006 0.112 0.094 0.000
C 2.392 3.499 2.761 -0.228 -0.151 -0.109 0.000
H -2.143 1.136 1.920 -0.065 -0.056 0.091 0.000
H 1.275 -6.824 0.282 0.012 -0.230 -0.013 0.000
H -4.971 1.805 2.840 -0.129 -0.040 0.046 0.000
N 1.056 -3.580 0.015 -0.509 1.077 0.480 0.011
H 2.621 4.169 1.934 0.091 0.160 -0.005 0.000
H -3.251 0.517 -3.138 0.000 0.094 -0.054 0.000
H -3.622 -2.001 -2.997 0.052 0.095 0.165 0.000
H 1.578 3.934 3.333 -0.097 0.087 0.146 0.000
H -0.444 6.578 -1.884 -0.040 0.066 -0.023 0.001
H -3.509 2.757 3.069 0.039 0.059 0.098 0.000
C -5.025 -0.517 1.233 -0.099 -0.061 -0.208 0.000
C 4.607 0.932 -0.950 -0.150 -0.027 0.098 0.001
H 5.272 0.672 -1.759 0.034 0.021 -0.135 0.000
C 0.274 2.915 -0.766 0.043 0.853 -0.104 0.000
C 4.285 1.895 1.224 -0.027 0.097 -0.304 0.002
H 4.645 -5.306 0.856 -0.020 0.024 0.034 0.000
H 3.258 3.434 3.413 0.130 -0.049 0.049 0.000
C -1.693 -2.423 -2.188 -0.163 0.135 0.102 0.001
F 4.424 -1.288 2.990 0.239 -1.292 0.685 0.002
H 6.182 1.721 0.256 0.139 -0.018 0.044 0.000
H -3.924 -0.462 3.805 -0.093 -0.046 0.056 0.000
C -3.140 0.801 2.220 -0.055 0.108 0.231 0.000
H 4.009 -6.751 0.057 0.038 -0.068 0.004 0.000
C -3.713 -0.078 1.128 0.555 0.227 -0.300 0.002
H 1.065 1.530 4.079 -0.130 0.060 0.124 0.000
C 1.009 5.113 -1.362 -0.035 0.269 -0.169 0.000
C -2.967 -0.416 -0.024 -1.836 -0.578 0.088 0.002
C 3.268 0.736 -3.573 -0.202 -0.081 0.123 0.000
H 2.340 3.511 -0.810 0.108 -0.056 0.092 0.000
H -1.279 -5.886 -0.246 -0.065 -0.038 -0.104 0.000
C -5.619 -1.249 0.223 0.079 0.119 0.116 0.002
H 3.719 -1.731 -2.095 0.101 -0.067 0.073 0.000
C 2.709 -1.400 -2.329 -0.229 0.236 0.051 0.010
C 3.249 0.675 -1.057 -0.432 -0.075 0.205 0.000
H -4.100 1.892 -0.868 -0.013 -0.026 0.052 0.000
C 2.922 1.638 1.166 -0.480 0.099 -0.564 -0.010
H -1.007 -2.029 -1.425 -0.134 -0.252 -0.354 0.002
C -1.367 4.674 -1.398 0.035 -0.131 0.047 0.001
H 2.009 -1.781 -1.577 0.156 -0.149 -0.122 0.008
C -4.006 2.053 2.404 0.171 -0.053 -0.108 0.000
C 0.473 -4.770 0.155 0.171 -0.112 -0.030 -0.001
C -4.894 -1.547 -0.915 -0.111 -0.034 0.099 0.000
H -1.532 -4.130 -0.096 -0.158 0.017 0.019 0.000
C 2.633 0.128 -2.326 0.201 -0.130 -0.173 0.001
C 1.960 2.138 2.215 0.050 -0.077 0.289 0.000
C 5.124 1.520 0.190 -0.158 0.184 0.123 0.003
N -1.632 -0.056 -0.118 3.444 1.632 0.185 0.027
H -2.201 -0.674 3.493 -0.019 -0.035 0.110 0.000
C -1.048 3.381 -0.993 0.096 -0.438 0.135 0.007
C -3.573 -1.156 -1.061 0.185 0.059 -0.113 0.001
H 3.043 -3.061 -0.094 0.004 0.169 0.190 0.001
H 4.305 0.439 -3.688 0.156 -0.046 -0.040 0.000
C -2.746 4.942 -1.576 0.049 -0.073 -0.016 -0.002
C 1.720 1.106 3.322 -0.080 0.112 -0.133 -0.001
H 4.701 2.391 2.087 -0.002 0.042 0.108 0.000
H -5.596 -0.285 2.119 0.004 0.061 0.126 0.000
H -3.064 5.928 -1.883 -0.043 0.070 -0.002 0.000
H 2.722 0.402 -4.453 -0.014 -0.002 -0.160 0.000
H -5.371 -2.102 -1.711 0.034 -0.046 -0.104 0.000
C -3.328 2.640 -0.987 0.198 -0.267 0.028 -0.002
H -1.142 -2.529 -3.120 0.076 -0.055 -0.123 0.000
C 3.807 -1.004 1.828 -0.081 3.823 -0.338 0.012
Ir 0.286 -1.385 0.472 -1.228 0.986 0.694 0.859
C -0.986 -4.984 0.283 0.032 0.191 0.148 0.000
C 1.450 -5.772 0.180 0.147 0.223 -0.011 -0.001
H -6.643 -1.578 0.315 -0.090 -0.041 0.033 0.000
C -3.003 0.055 3.550 0.158 0.108 -0.135 0.000
H 1.231 0.224 2.905 0.096 -0.098 0.092 -0.001
H -2.043 -3.401 -1.872 0.069 -0.107 -0.007 0.000
S -3.340 -3.349 2.430 -0.676 -0.338 0.244 -0.020
H 4.533 -5.363 -0.900 0.122 -0.027 -0.080 0.000
H 1.572 0.405 -2.340 0.135 -0.026 -0.036 0.000
H -1.251 -5.106 1.331 -0.079 -0.032 0.062 0.000
H 3.222 1.822 -3.523 0.047 0.124 -0.079 0.000
C -2.456 -0.228 -3.138 -0.191 -0.138 -0.012 0.000
F 2.593 -1.651 1.836 -0.923 -1.770 0.271 0.025
F 4.529 -1.603 0.840 0.500 -1.623 -0.563 0.002
C 2.663 -5.129 0.067 -0.347 0.145 -0.014 0.002
C -2.002 2.355 -0.777 -0.407 0.586 -0.129 0.001
H 2.648 0.799 3.800 0.084 -0.047 -0.049 0.000
H -1.563 0.209 -2.698 0.109 0.090 -0.049 0.000
H 0.995 2.293 1.720 0.130 0.084 0.161 0.000
H -4.176 2.552 1.453 -0.078 0.091 -0.013 0.000
N -0.888 -2.160 1.971 0.714 0.056 -1.028 0.012
N 1.068 0.626 -0.045 -2.597 -0.018 -0.736 -0.018
C 2.413 0.982 0.027 1.583 0.850 -0.022 0.001
C -0.273 5.556 -1.579 0.035 -0.052 0.050 0.010
C 0.141 1.527 -0.364 3.307 -1.316 0.596 0.032
C -2.883 -1.484 -2.371 0.211 0.056 -0.161 0.000
H 2.427 -1.810 -3.297 -0.105 -0.065 -0.092 0.000
H -4.721 4.176 -1.519 -0.043 0.021 -0.041 0.000
N 2.381 -3.819 -0.034 0.290 -0.298 -0.050 0.007
C 1.311 3.799 -0.959 -0.026 -0.427 0.123 0.008
C -1.241 1.178 -0.377 -2.447 -2.793 0.271 0.005
C 4.043 -5.667 0.022 0.149 0.093 -0.015 0.000
H -2.229 -0.490 -4.170 0.048 0.021 -0.058 0.000
H 1.833 5.797 -1.507 0.022 0.056 -0.010 0.000